[1]
This record from the OMol25 dataset describes 11 unconnected molecules or ions with the total composition C45H95BClN13O19P2. The level of theory is ωB97M-V with the def2-TZVPD basis set.

## Properties
Total energy ... -138261.330 eV
SMILES ... CC(=O)N(C)[C@@](N)(COc1ccccc1)[C@](CC=O)(O[C@@H](P(O)Cl)P(=O)(O)O)B(N)O.CN(C)C=O.CN(C)C=O.CN(C)C=O.CN(C)C=O.CN(C)C=O.CN(C)C=O.CN(C)C=O.CN(C)C=O.CN(C)C=O.CN(C)C=O

Last column: Mulliken charge in e.
Atoms and positions in Å:
Cl1 3.1677 0.6204 0.6321  -0.276
P1 2.5200 -1.2519 -2.9756  0.969
P2 2.0205 1.0365 -1.0295  0.103
O1 4.6807 0.9297 -6.2352  -0.560
O2 -3.2064 -3.3660 0.3185  -0.638
O3 -9.7714 -1.2798 -1.1683  -0.613
O4 -0.0606 4.8777 -6.9369  -0.576
O5 1.0600 3.6984 8.0535  -0.645
O6 -3.7945 4.8334 -10.1345  -0.570
O7 -1.0842 -3.8717 -1.3489  -0.458
O8 -5.3496 1.3513 -5.8422  -0.635
O9 1.5129 -1.7282 -4.1246  -0.576
O10 -1.0963 -7.6132 6.0931  -0.629
O11 8.8610 -0.0089 9.4265  -0.563
O12 3.5467 -2.2577 -2.6676  -0.781
O13 4.1926 -0.2741 10.8433  -0.637
O14 0.5537 1.4361 -0.3845  -0.454
O15 3.1136 0.1218 -3.5221  -0.145
O16 1.7133 -1.6273 -0.4432  -0.092
O17 0.5955 -5.6522 1.4758  -0.371
O18 -2.7948 -1.2350 -2.8285  -0.790
O19 -0.8645 -0.4147 2.5808  0.017
N1 1.1625 -3.9770 -2.2681  -0.381
N2 -1.3061 -1.2182 0.0047  -0.657
N3 -5.0492 -1.2649 -2.5032  0.202
N4 -3.5775 1.9502 -7.1096  0.212
N5 -10.3748 -0.1542 -3.0459  0.112
N6 -0.6648 -8.6644 4.1295  0.119
N7 2.0667 4.1271 -6.7251  0.194
N8 -3.1717 3.9332 -12.1195  0.115
N9 -1.2289 -3.1100 1.4588  0.603
N10 -0.3624 5.1178 9.1062  0.120
N11 6.8350 0.2386 -6.0291  0.186
N12 9.1372 0.9038 11.4835  0.137
N13 4.3506 0.7069 8.8007  0.186
C1 -3.2682 0.5605 -7.3954  -0.959
C2 -0.6419 -7.6082 4.9650  0.172
C3 1.1025 4.8714 -7.2934  0.094
C4 -2.6536 -2.9107 1.2919  0.942
C5 -9.7465 -0.2823 -1.8620  0.074
C6 0.7589 -2.6379 -0.0398  0.179
C7 -4.6348 2.2135 -6.3312  0.073
C8 0.6389 5.4740 10.0986  -0.918
C9 1.3608 -5.0722 0.7498  -0.566
C10 -0.4203 -2.0354 0.8265  1.121
C11 -0.9271 -3.4225 2.8586  -1.504
C12 9.5280 0.6183 10.2279  0.121
C13 -2.7334 2.9941 -7.6658  -0.598
C14 -3.7783 -1.3985 -2.1095  0.737
C15 1.7176 3.2619 -5.6075  -0.985
C16 -10.3012 1.0611 -3.8308  -0.950
C17 -3.1793 4.9000 -11.1792  0.138
C18 3.0797 1.3973 8.9539  -0.996
C19 -3.4510 -2.1965 2.3526  -1.169
C20 -5.3546 -0.8959 -3.8809  -0.952
C21 7.8348 0.4229 11.9175  -0.866
C22 6.5113 -0.6101 -4.8904  -0.978
C23 9.9601 1.6660 12.3973  -0.917
C24 0.5487 1.3527 5.4553  -0.920
C25 -11.1455 -1.2808 -3.5431  -0.950
C26 5.1152 0.8915 7.5843  -0.895
C27 -2.4190 4.0588 -13.3494  -0.929
C28 0.4625 2.6637 5.0209  -0.360
C29 -1.2708 -9.8988 4.5941  -0.963
C30 -1.6781 5.7196 9.1747  -0.923
C31 4.7850 -0.0868 9.7951  0.011
C32 -0.4773 1.8994 2.9432  -0.009
C33 3.4391 4.1515 -7.1849  -0.786
C34 0.1763 -1.0662 1.8545  -1.658
C35 -0.0298 4.2328 8.1523  0.183
C36 -3.9512 2.7301 -11.8801  -0.853
C37 1.6764 -3.5953 0.7967  -1.269
C38 -0.3943 0.5906 3.3908  -0.460
C39 -0.1062 -8.5941 2.7936  -0.514
C40 1.4952 -0.7464 -1.5101  0.023
C41 8.2008 0.2996 -6.5086  -0.934
C42 -6.1513 -1.4820 -1.5872  -0.606
C43 -0.0462 2.9388 3.7562  -1.262
C44 0.1147 0.3080 4.6514  0.180
C45 5.8472 0.9452 -6.5947  0.156
B1 0.2358 -3.5548 -1.2608  0.596
H1 10.1947 1.0774 13.2865  0.325
H2 8.2612 0.9786 -7.3565  0.287
H3 -6.7915 -2.2855 -1.9552  0.329
H4 6.0341 0.3104 7.6386  0.317
H5 2.2738 0.6759 9.0959  0.317
H6 1.4671 5.4848 -8.1358  0.259
H7 -2.5630 5.7740 -11.4500  0.287
H8 -0.9102 -0.3090 -0.1858  0.377
H9 1.5142 5.9087 9.6156  0.281
H10 -4.3042 -1.7409 1.8584  0.293
H11 0.2126 6.1938 10.7924  0.380
H12 -1.2861 -4.7474 -1.6863  0.248
H13 -11.5835 -1.0169 -4.5024  0.390
H14 -1.7097 2.8714 -7.3110  0.337
H15 -1.5072 -4.3020 3.1414  0.513
H16 0.7721 3.4846 5.6513  0.650
H17 -3.6812 -1.6779 -1.0545  -0.324
H18 -3.0755 0.0135 -6.4712  0.245
H19 10.8915 1.9424 11.9068  0.298
H20 -2.8754 -1.4901 2.9373  0.155
H21 -4.7981 3.2891 -6.1614  0.331
H22 2.1427 -3.9320 -2.0076  0.163
H23 4.5396 0.5642 6.7156  0.318
H24 2.6062 2.7304 -5.2763  0.376
H25 -4.9118 0.0597 -4.1303  0.350
H26 -1.8995 5.0148 -13.3627  0.289
H27 -5.7763 -1.7535 -0.6027  0.111
H28 -10.5061 -2.1556 -3.6640  0.288
H29 2.8788 1.9965 8.0715  0.363
H30 -6.7478 -0.5711 -1.5067  0.247
H31 -1.2080 -10.6443 3.8051  0.389
H32 -2.1617 5.4773 10.1228  0.336
H33 -3.8471 -2.9523 3.0389  0.366
H34 -0.1638 -6.7185 4.5203  0.241
H35 -11.9377 -1.5400 -2.8402  0.293
H36 -1.5997 -1.6794 -0.8502  0.208
H37 0.6930 -9.3306 2.6782  0.345
H38 0.9593 2.5394 -5.9102  0.231
H39 -0.9146 2.0838 1.9692  0.865
H40 -2.3872 0.5183 -8.0315  0.400
H41 7.4040 -1.1137 -4.5332  0.377
H42 10.5265 1.0184 9.9817  0.248
H43 5.3748 1.9438 7.4512  0.309
H44 9.4455 2.5771 12.7094  0.327
H45 -0.7568 -10.2659 5.4830  0.286
H46 3.7228 -0.0539 -4.2612  0.201
H47 -3.6124 2.2280 -10.9735  0.183
H48 -1.6083 6.8054 9.0859  0.338
H49 7.0606 0.8239 11.2647  0.225
H50 0.9623 4.5889 10.6465  0.284
H51 1.3110 3.8511 -4.7852  0.325
H52 -4.9498 -1.6483 -4.5600  0.272
H53 5.7575 -0.5600 9.5752  0.388
H54 0.9316 1.1434 6.4455  0.463
H55 1.9306 -5.6531 0.0001  0.411
H56 -0.8798 -8.7926 2.0487  0.326
H57 -1.6803 3.2589 -13.4329  0.341
H58 6.1862 1.5652 -7.4411  0.212
H59 8.8659 0.6602 -5.7222  0.340
H60 7.7960 -0.6644 11.8532  0.292
H61 -9.6851 1.7931 -3.3130  0.306
H62 -0.8527 4.0198 7.4484  0.268
H63 -5.0047 2.9784 -11.7500  0.305
H64 0.6832 1.9322 0.4372  0.327
H65 0.2970 -7.6012 2.6182  -0.042
H66 -1.1760 -2.6213 3.5600  0.465
H67 2.6581 -3.4901 0.3271  0.439
H68 3.7404 3.1516 -7.5023  0.266
H69 -2.3163 -9.7354 4.8572  0.296
H70 0.9893 -4.9163 -2.6095  0.210
H71 -3.0906 3.9731 -7.3602  0.282
H72 5.7647 -1.3503 -5.1814  0.309
H73 -9.1869 0.6236 -1.5701  0.358
H74 -9.8563 0.8623 -4.8075  0.351
H75 -2.2951 5.3419 8.3622  0.301
H76 0.8635 -1.5508 2.5520  0.797
H77 -2.7474 2.9479 -8.7537  -0.008
H78 3.1065 2.0475 9.8282  0.325
H79 0.1118 -3.6988 2.9959  0.325
H80 1.7852 -3.2577 1.8247  0.564
H81 3.5413 4.8424 -8.0199  0.290
H82 -3.8390 2.0583 -12.7274  0.383
H83 0.5868 -1.5347 -3.9346  0.356
H84 0.1613 -0.7230 4.9783  0.456
H85 0.7495 -0.3100 1.3264  0.084
H86 -4.1069 0.0795 -7.9010  0.299
H87 7.6499 0.7342 12.9419  0.374
H88 -3.0832 4.0104 -14.2148  0.334
H89 8.5380 -0.6885 -6.8260  0.334
H90 6.0921 0.0016 -4.0903  0.321
H91 -6.4327 -0.8375 -4.0048  0.316
H92 4.0966 4.4758 -6.3753  0.293
H93 -0.1437 3.9542 3.3941  0.383
H94 -11.2973 1.4834 -3.9792  0.356
H95 0.4543 -0.6111 -1.8224  -0.019

[2]
This record from the OMol25 dataset describes a molecular structure, C45H95KN5O9P. The level of theory is ωB97M-V with the def2-TZVPD basis set.

## Properties
Net charge ... -2
Total energy ... -99697.241 eV

Last column: Mulliken charge in e.
Atoms and positions in Å:
K1 -0.1659 1.4266 -0.5771  -0.330
P1 0.0681 -1.7750 -1.0974  -0.319
O1 0.5064 -1.5877 0.3483  0.660
O2 1.3547 -1.1817 -1.9671  -0.492
O3 2.7700 -1.3377 1.8037  0.394
O4 -1.8749 -2.3512 1.6204  1.107
O5 -1.0371 -0.8246 -1.5236  -0.359
O6 -3.0045 -1.7410 -3.4912  -0.517
O7 0.9633 3.7816 -1.0959  -0.063
O8 0.7826 4.1532 1.5170  -0.755
O9 -0.1268 -3.2215 -1.5300  -0.953
N1 -2.2621 -3.3697 2.4869  -0.048
N2 1.9202 3.6405 -2.1462  0.540
N3 -3.1201 -0.9549 -4.7140  0.067
N4 -0.1630 3.1123 1.7704  1.830
N5 3.0119 -2.6705 2.2709  0.325
C1 3.4383 4.9168 -0.5250  -1.399
C2 0.7312 3.2664 4.1939  -1.879
C3 -1.8525 -1.0634 -5.4406  2.165
C4 3.3229 2.3838 -0.6617  -2.414
C5 -2.8680 1.2655 -3.4386  -1.107
C6 3.1453 -2.6391 3.7366  2.060
C7 -1.6816 5.0055 2.5742  -2.080
C8 0.2189 2.4082 3.0081  1.856
C9 4.3946 -4.6332 2.0221  -1.367
C10 -4.0214 -3.9375 4.0905  -1.065
C11 -2.3704 1.1982 -6.5242  -0.268
C12 -2.4781 -4.6225 1.7151  1.832
C13 -0.5842 -0.5433 -4.7516  -0.752
C14 1.6257 4.5546 -3.2243  2.035
C15 4.1617 -3.1925 1.4988  1.685
C16 -1.8817 4.0176 0.2460  -1.456
C17 -3.3300 -4.3334 0.4452  -1.307
C18 -0.8729 1.4490 3.4204  -1.573
C19 3.7919 -3.2181 0.0065  -1.482
C20 -4.4901 -1.9874 2.3747  -1.637
C21 -1.6536 -2.5151 -5.7717  -2.158
C22 -5.0428 0.2358 -3.7805  -2.042
C23 3.2987 -4.0615 4.1684  -1.082
C24 4.4904 3.6564 -2.4865  -1.489
C25 -1.4785 3.7645 1.7002  1.329
C26 -3.6328 0.3991 -4.4411  2.416
C27 -2.7818 -1.7525 4.1941  -2.005
C28 -4.3016 -5.2057 3.3721  -0.684
C29 1.5139 1.6954 2.5499  -2.155
C30 3.2030 3.6967 -1.4318  1.590
C31 -2.2327 2.1996 3.6052  -0.984
C32 -3.0579 -5.6658 2.6634  -1.368
C33 -3.7253 1.1964 -5.7211  -1.570
C34 4.4948 -4.7077 3.5157  -0.468
C35 4.3903 -1.8217 4.3116  -1.805
C36 0.4631 3.9994 -4.0850  -2.224
C37 5.4383 -2.4141 1.6742  -1.948
C38 1.2589 5.9561 -2.8049  -1.749
C39 4.2261 4.7521 -3.5646  -0.702
C40 -1.1217 -5.0269 1.0830  -2.434
C41 -2.0586 -0.2451 -6.7959  -1.457
C42 1.8122 -2.1402 4.2770  -1.904
C43 -2.5644 2.7194 2.2615  -1.110
C44 2.8909 4.4232 -4.1211  -1.327
C45 -3.3906 -2.7603 3.2014  1.726
H1 2.6878 2.2277 0.2132  0.004
H2 -5.4087 1.2722 -3.6820  0.391
H3 2.7812 -3.7010 -0.2022  0.195
H4 2.7939 3.4029 -4.4445  0.430
H5 -0.0024 3.9626 4.5313  0.401
H6 4.4657 -3.8254 -0.6476  0.422
H7 2.2255 2.3424 2.0909  1.049
H8 -4.7896 -6.0329 3.9519  0.360
H9 -5.0213 -3.4920 4.4169  0.384
H10 -0.8579 -2.6470 -6.4918  0.439
H11 -3.2427 -6.6002 2.1174  0.411
H12 4.5386 -5.7932 3.6588  0.393
H13 1.5745 3.8423 3.8098  0.395
H14 -1.5253 -3.1374 -4.8636  0.313
H15 -2.5544 -2.8906 -6.3488  0.432
H16 -2.9235 -0.7262 -7.2599  0.442
H17 4.7217 -1.0648 3.5749  0.279
H18 -0.5861 0.9628 4.3120  0.686
H19 -0.5073 -0.7767 -3.6876  -0.104
H20 4.1014 -1.2968 5.2336  0.464
H21 5.9251 -2.5369 2.6415  0.382
H22 -3.5087 -1.7209 5.0363  0.568
H23 1.8329 -2.1328 5.4022  0.497
H24 2.0543 1.1230 3.3194  0.489
H25 0.9762 -2.8542 4.0512  0.179
H26 1.5720 -1.1321 3.9369  0.084
H27 4.2022 5.6938 -3.1227  0.349
H28 -4.8113 -1.1883 3.0883  0.484
H29 -2.5291 -0.7511 3.7822  0.013
H30 5.2691 3.8592 -1.8329  0.633
H31 -2.2862 -1.2291 -2.9669  0.280
H32 0.6844 2.9837 -4.4121  0.301
H33 -0.9479 5.7711 2.3445  0.329
H34 -5.7366 -0.3558 -4.3680  0.475
H35 5.4665 -4.3093 3.9145  0.214
H36 5.2482 -1.3776 1.5812  0.165
H37 -0.5521 0.5560 -4.8819  -0.377
H38 -0.3116 -4.9948 1.7457  0.332
H39 -1.2556 -6.0363 0.7046  0.515
H40 0.2757 4.5646 -5.0134  0.401
H41 -1.1272 -0.3133 -7.3816  0.393
H42 0.2506 -1.0070 -5.2530  0.568
H43 -2.6160 1.8060 -7.4320  0.320
H44 -2.7530 -3.5395 -0.1011  0.107
H45 0.2750 5.9023 -2.3106  0.117
H46 -0.9813 4.5245 -0.2522  0.010
H47 -2.9916 1.5197 4.0136  0.416
H48 2.5629 4.9444 0.1932  -0.154
H49 -4.8707 -0.1072 -2.7492  0.269
H50 -3.5203 3.1984 2.2688  0.692
H51 1.3257 0.9236 1.7641  0.021
H52 1.0675 6.6102 -3.6345  0.535
H53 -1.9530 1.6521 -3.8536  -0.297
H54 1.8738 -1.4733 1.3795  0.178
H55 -2.2445 3.1261 -0.3599  0.067
H56 -3.4048 -5.1699 -0.1892  0.584
H57 4.3047 4.7569 0.0459  0.620
H58 -0.9710 0.5982 2.7443  0.099
H59 1.9890 6.4923 -2.2455  0.325
H60 6.1479 -2.6765 0.9256  0.533
H61 -2.4561 0.7681 -2.6005  0.277
H62 -2.7072 4.6660 0.1590  0.600
H63 3.5457 5.8178 -1.1197  0.368
H64 -2.0783 2.9982 4.3280  0.455
H65 4.2892 2.0204 -0.4169  0.636
H66 3.3945 -4.0246 5.2801  0.444
H67 -2.6367 5.4498 2.3543  0.531
H68 -1.6121 1.7539 -6.0270  0.068
H69 3.7627 -2.1526 -0.4177  0.154
H70 5.2744 -2.4025 4.5814  0.314
H71 -4.4025 -3.9459 0.6266  0.127
H72 -4.4165 0.6866 -6.3761  0.348
H73 -0.9410 -4.3684 0.3052  0.540
H74 -5.3157 -2.6426 1.9821  0.314
H75 -4.0044 -1.5177 1.4952  0.170
H76 2.7694 5.0312 -5.0365  0.433
H77 1.1495 2.5410 4.9652  0.362
H78 -0.4149 3.9308 -3.4823  0.355
H79 -2.3268 -5.9068 3.4638  0.273
H80 -3.3701 -4.1232 4.9511  0.330
H81 5.3477 -4.8600 1.4833  0.353
H82 3.6867 -5.3375 1.7441  0.419
H83 2.3613 -4.6253 3.8229  0.123
H84 -1.6033 4.8593 3.6259  0.342
H85 1.9833 -1.7918 -2.3381  0.167
H86 -4.0915 2.1511 -5.3845  0.506
H87 4.7302 2.7340 -2.9805  0.364
H88 -1.9315 -2.1280 4.7653  0.357
H89 -0.8929 -2.3963 1.5720  -0.316
H90 4.9658 4.7753 -4.4272  0.350
H91 -5.0453 -5.0444 2.5618  0.270
H92 -3.3773 2.2279 -3.0977  0.388
H93 1.0257 3.9387 0.5712  0.323
H94 -2.5735 1.8279 1.6026  -0.058
H95 3.0487 1.5892 -1.3567  0.485